ORCA calculation (wB97M-V/def2-TZVPD) on an isolated molecule of C4H8N2O2 at a distorted geometry.

structure (SMILES) = O=NN1CCCOC1
HOMO = -0.345 Eh
HOMO-LUMO gap = 10.13 eV
max |F| = 12.74 eV/A
M = 116.12 Da
energy above the lowest of the compared OMol25 structures with the same formula, charge and spin = 175.0 kcal/mol
E = -11346.5232 eV

```
! RIJCOSX wB97M-V def2-TZVPD def2/J DEFGRID3
* xyz 0 1
O 2.630 0.326 -0.444
N 1.913 -0.489 0.113
N 0.636 -0.130 0.383
C 0.215 1.086 0.004
C -1.347 1.195 0.331
C -2.034 0.086 -0.363
O -1.231 -1.096 -0.527
C -0.285 -1.243 0.535
H 0.621 1.348 -1.101
H 0.753 1.953 0.847
H -1.586 1.124 1.193
H -1.796 2.259 0.077
H -2.418 0.280 -1.502
H -3.142 -0.059 -0.010
H 0.237 -1.989 0.210
H -0.997 -1.169 1.538
*
```